Record 1
Entry from OMol25: a 2-piece molecular cluster, C29H26F3N2O overall at a distorted geometry (ωB97M-V with the def2-TZVPD basis set).

For the HOMO energy, the calculation gives -11.212 eV. As for the LUMO energy: -3.0 eV. Its net charge is +1. For the energy above the lowest of the compared OMol25 structures with the same formula, charge and spin, the calculation gives 0.0 kcal per mole. The spin multiplicity is 1. The calculation puts the energy at -1604.7856 Ha. The value obtained for the HOMO-LUMO gap is 8.2353 eV.

```
61
C29H26F3N2O ωB97M-V with the def2-TZVPD basis set
F -3.04591 -4.46271 0.92475
C -3.57722 -3.20116 0.74382
C -4.28020 -2.62902 1.80705
C -4.65796 -1.29443 1.64264
F -5.25466 -0.62634 2.68834
C -4.42903 -0.59708 0.47017
C -3.65984 -1.17714 -0.54595
C -3.38088 -0.20740 -1.65626
C -2.63200 -0.54736 -2.92646
C -2.82505 0.38275 -3.95640
C -2.15434 0.27308 -5.16789
C -1.33349 -0.84618 -5.40122
C -1.11804 -1.74503 -4.36016
F -0.19469 -2.75681 -4.53551
C -1.78748 -1.64983 -3.13280
C -3.31388 -2.53374 -0.46547
H -4.51544 -3.16815 2.72258
H -4.83373 0.40671 0.32587
H -4.36418 0.17739 -1.97986
H -3.50978 1.21470 -3.76694
H -2.32075 1.03842 -5.93257
H -0.85462 -0.97385 -6.36405
H -1.59872 -2.38631 -2.35525
H -2.87386 -3.06298 -1.31095
C 2.45230 -0.75998 -0.97034
N 2.36326 0.61893 -0.55037
C 1.77778 1.06567 0.59078
H -2.86782 0.63236 -1.21801
C 1.58575 0.27273 1.81474
C 0.33254 -0.31844 2.09180
C 0.15741 -1.06631 3.23750
C 1.23086 -1.21799 4.15378
O 0.93050 -1.91002 5.28570
C 1.92528 -2.09030 6.31022
C 2.50219 -0.65019 3.87644
C 2.66868 0.08304 2.70629
N 1.58933 2.40660 0.44035
C 0.70774 3.23272 1.23134
C 2.15140 2.83333 -0.77304
C 2.63003 1.69512 -1.40628
C 3.58144 1.75207 -2.41223
C 4.22606 2.99149 -2.56029
C 3.74330 4.15105 -1.91749
C 2.59647 4.10370 -1.10731
H 3.32767 -0.88188 -1.60841
H 2.52371 -1.41472 -0.10377
H 1.56075 -1.05241 -1.54570
H -0.48611 -0.18413 1.38422
H -0.79305 -1.54492 3.48160
H 1.39479 -2.68782 7.05053
H 2.79632 -2.63252 5.92467
H 2.23477 -1.12873 6.73649
H 3.34137 -0.78239 4.56932
H 3.63655 0.53138 2.45853
H 0.91237 4.27494 0.98417
H -0.34406 3.01051 0.99628
H 0.86829 3.06313 2.29625
H 3.78134 0.85650 -3.00283
H 5.13380 3.05547 -3.16218
H 4.28458 5.09411 -2.02757
H 2.05817 4.97036 -0.72267
```

Record 2
Entry from OMol25: a 2-piece molecular cluster, C4H9NO overall at a distorted geometry (ωB97M-V with the def2-TZVPD basis set).

For the HOMO energy (alpha / beta), the calculation gives -7.337 / -8.358 eV. As for the LUMO energy (alpha / beta): 0.5 / 0.6 eV. Its net charge is 0. For the energy above the lowest of the compared OMol25 structures with the same formula, charge and spin, the calculation gives 117.4 kcal per mole. The spin multiplicity is 1. The calculation puts the energy at -287.6454 Ha. The value obtained for the HOMO-LUMO gap (alpha / beta) is 7.8740 / 8.9452 eV.

```
15
C4H9NO ωB97M-V with the def2-TZVPD basis set
C 0.14178 -1.40233 0.27226
C -0.95454 -1.89764 1.01866
C 1.01257 1.40706 0.39390
C -0.34430 0.99020 -1.50441
N -0.31124 0.97373 -0.08723
O 1.20500 -1.78405 -0.12577
H -1.11808 -1.36045 1.93242
H -2.01712 -1.70338 0.49331
H -0.77077 -2.88103 1.41226
H 1.81286 1.68217 -0.32559
H 0.86774 2.25334 1.08602
H 1.34202 0.53691 1.02399
H -0.00162 2.06688 -1.88871
H 0.48435 0.35108 -1.81815
H -1.34865 0.76752 -1.88297
```

Record 3
Entry from OMol25: a 2-piece molecular cluster, C4H4N2O overall (ωB97M-V with the def2-TZVPD basis set).

For the HOMO energy, the calculation gives -9.957 eV. As for the LUMO energy: -0.4 eV. The SMILES is O=c1c#c[nH]cn1.[H][H]. Its net charge is 0. For the energy above the lowest of the compared OMol25 structures with the same formula, charge and spin, the calculation gives 112.8 kcal per mole. The spin multiplicity is 1. The calculation puts the energy at -339.4019 Ha. The value obtained for the HOMO-LUMO gap is 9.5502 eV.

```
11
C4H4N2O ωB97M-V with the def2-TZVPD basis set
O 2.30043 -0.88455 -0.09922
C 1.14257 -0.56500 -0.04992
C 0.48497 0.70762 0.02999
C -0.69015 1.15495 0.08918
N -1.63787 0.16815 0.06933
C -1.18096 -1.13196 -0.01142
N 0.04986 -1.49291 -0.06753
H 2.08249 1.88806 0.34221
H 2.03582 1.70172 -0.38730
H -2.62932 0.35084 0.11183
H -1.95785 -1.89692 -0.02715
```

> Look up the energy of the first one.

-1604.7856 Ha